Entry 1:
The following is a DFT calculation (ωB97M-V/def2-TZVPD) of C34H57N3O2SiSr as an isolated structure in a non-equilibrium geometry.

Values from the calculation:
Energy above the lowest of the compared OMol25 structures with the same formula, charge and spin in eV: 4.369
Lowest unoccupied orbital energy in hartree: -0.00393
Orbital gap in eV: 6.315
HOMO energy in eV: -6.4

The geometry in ORCA input format:
```
! wB97M-V def2-TZVPD RIJCOSX def2/J DEFGRID3
* xyz 0 1
O 1.990 -2.238 -1.894
O 0.894 -0.646 -3.369
C 3.257 -2.867 -1.579
C 3.392 -3.404 -0.168
H 4.033 -2.126 -1.787
H 3.405 -3.678 -2.302
H 3.098 -2.649 0.571
H 4.432 -3.702 0.002
H 2.819 -4.322 -0.011
C 0.806 -3.021 -1.479
C 0.542 -4.102 -2.477
H 0.017 -2.249 -1.424
H 0.993 -3.371 -0.456
H 0.319 -3.678 -3.460
H -0.326 -4.646 -2.111
H 1.396 -4.788 -2.534
C -0.467 -0.293 -3.919
C 1.979 -0.749 -4.336
C -1.587 -0.787 -3.094
H -0.418 -0.676 -4.926
H -0.349 0.773 -4.016
H -1.577 -1.885 -3.124
H -2.501 -0.413 -3.578
H -1.558 -0.384 -2.071
C 1.865 -2.025 -5.066
H 2.859 -0.650 -3.721
H 1.790 0.116 -4.930
H 2.060 -2.901 -4.445
H 2.623 -1.988 -5.840
H 0.928 -2.128 -5.617
H 1.224 -1.096 -2.530
N -0.886 -0.071 3.123
C -1.698 0.339 4.102
C -2.574 1.431 3.974
C -2.856 2.160 2.797
C -1.746 -0.422 5.419
H -0.746 -0.753 5.725
H -2.398 -1.307 5.343
H -2.127 0.245 6.201
C -4.034 3.102 2.783
H -4.707 2.826 1.962
H -3.709 4.141 2.629
H -4.564 3.014 3.739
N -2.095 2.026 1.720
C -0.413 -1.414 3.060
C 0.969 -1.688 3.226
C 1.944 -0.595 3.589
C 1.441 -2.981 3.056
H 2.503 -3.160 3.212
C 0.582 -4.007 2.707
H 0.964 -5.002 2.588
C -0.769 -3.756 2.517
H -1.452 -4.551 2.237
C -1.280 -2.476 2.683
C -2.746 -2.203 2.475
C -2.295 2.672 0.479
C -1.631 3.897 0.190
C -1.081 4.734 1.311
C -1.536 4.314 -1.142
H -1.008 5.252 -1.347
C -2.100 3.566 -2.180
H -1.984 3.896 -3.218
C -2.795 2.399 -1.875
H -3.265 1.829 -2.671
C -2.903 1.938 -0.571
C -3.641 0.665 -0.252
Sr 0.193 1.231 1.226
H 2.677 -0.417 2.769
H 2.554 -0.898 4.462
H 1.468 0.370 3.856
H -2.928 -1.290 1.872
H -3.297 -2.084 3.433
H -3.207 -3.059 1.948
H -0.451 5.535 0.896
H -0.468 4.159 2.026
H -1.889 5.209 1.895
H -4.182 0.723 0.709
H -2.964 -0.211 -0.176
H -4.389 0.433 -1.032
H -3.175 1.663 4.845
C 1.009 0.373 -0.574
Si 2.182 1.648 -1.249
H -0.049 0.327 -0.890
H 1.364 -0.554 -0.134
C 3.939 1.003 -1.657
C 2.312 2.911 0.144
C 1.480 2.611 -2.739
H 2.101 3.522 -2.823
H 0.426 2.890 -2.527
H 1.580 2.024 -3.674
H 4.530 0.992 -0.730
H 4.406 1.711 -2.350
H 3.918 0.017 -2.135
H 2.606 2.505 1.129
H 1.403 3.536 0.232
H 3.112 3.597 -0.151
N 1.369 3.328 4.220
C 1.067 2.709 3.282
*
```

***

Entry 2:
The following is a DFT calculation (ωB97M-V/def2-TZVPD) of C25H48Cl3N4O4PdSi as an isolated structure in a non-equilibrium geometry.

Values from the calculation:
Energy above the lowest of the compared OMol25 structures with the same formula, charge and spin in eV: 2.183
Lowest unoccupied orbital energy (spin up / spin down) in hartree: 0.09670 / 0.08480
Orbital gap (spin up / spin down) in eV: 6.114 / 6.546
HOMO energy (spin up / spin down) in eV: -3.5 / -4.2

The geometry in ORCA input format:
```
! wB97M-V def2-TZVPD RIJCOSX def2/J DEFGRID3
* xyz -1 3
C 4.402 -0.250 -2.774
C 3.948 0.846 -1.828
H 5.301 0.036 -3.326
H 3.582 -0.456 -3.472
H 4.648 -1.172 -2.233
C 4.722 1.999 -1.574
C 5.748 2.609 -2.446
H 4.515 2.571 -0.677
H 5.528 2.595 -3.523
H 6.752 2.176 -2.316
H 5.840 3.665 -2.156
Pd -1.225 -2.043 -0.501
Cl 0.608 -2.861 0.715
Cl -3.186 -1.639 -1.628
H -5.903 -2.640 1.879
H -4.972 -4.851 1.481
C -5.178 -2.191 1.185
C -4.279 -4.411 0.755
N -4.009 -3.059 1.161
H -4.879 -1.211 1.558
C -2.763 -2.583 1.373
O -2.524 -1.362 1.515
H -3.366 -5.006 0.761
H -1.977 -3.354 1.530
H -5.617 -2.089 0.179
H -4.733 -4.448 -0.245
H 0.400 1.814 -3.827
H 1.874 3.741 -1.859
C -0.374 2.450 -3.374
C 0.805 3.988 -1.832
N -0.025 2.803 -2.003
H -1.327 1.911 -3.361
C -0.836 2.404 -0.958
O -1.904 1.828 -1.074
H 0.557 4.439 -0.864
H -0.391 2.673 0.022
H -0.452 3.379 -3.955
H 0.599 4.691 -2.646
O 2.458 1.032 -1.919
C 2.912 0.380 -0.771
C 2.326 2.314 0.760
C 2.881 1.039 0.542
H 1.816 2.799 -0.066
C 2.401 2.920 2.012
H 2.619 -0.664 -0.797
C 3.535 0.402 1.614
H 1.889 3.879 2.176
C 3.081 2.285 3.048
C 3.642 1.012 2.866
H 3.961 -0.582 1.425
H 3.138 2.756 4.028
H 4.135 0.492 3.685
Si -0.560 -2.181 -3.295
Cl 0.078 -0.645 -1.798
C -1.787 -1.396 -4.461
C -1.217 -3.751 -2.400
C 0.891 -2.804 -4.295
H -2.060 -0.376 -4.197
H -2.709 -1.989 -4.465
H -1.393 -1.401 -5.483
H 1.286 -2.058 -5.003
H 0.537 -3.664 -4.887
H 1.724 -3.157 -3.668
H -1.064 -3.871 -1.300
H -0.570 -4.539 -2.806
H -2.258 -3.979 -2.623
C 0.615 -0.863 3.743
N -0.712 -0.327 3.883
C -1.712 -1.192 4.483
C -1.035 0.698 3.013
O -0.271 1.099 2.136
N -2.310 1.234 3.192
C -2.840 1.493 4.522
C -2.756 2.128 2.155
H 0.770 -1.610 4.526
H 1.356 -0.066 3.855
H 0.760 -1.350 2.761
H -1.823 -0.969 5.553
H -2.671 -1.060 3.976
H -1.400 -2.236 4.370
H -3.016 2.575 4.656
H -3.803 0.972 4.658
H -2.132 1.138 5.282
H -2.146 3.040 2.135
H -2.672 1.650 1.178
H -3.799 2.397 2.345
*
```

***

Entry 3:
The following is a DFT calculation (ωB97M-V/def2-TZVPD) of a 9-piece molecular cluster, C20H38Cl4N4O14 overall in a non-equilibrium geometry.

Values from the calculation:
Lowest unoccupied orbital energy in hartree: 0.00901
SMILES: C[N+](=O)[O-].C[N+](=O)[O-].C[N+](=O)[O-].C[N+](=O)[O-].O=C1CCCO1.O=C1CCCO1.O=C1CCCO1.ClCCCl.ClCCCl
Orbital gap in eV: 10.629
HOMO energy in eV: -10.4

The geometry in ORCA input format:
```
! wB97M-V def2-TZVPD RIJCOSX def2/J DEFGRID3
* xyz 0 1
C 1.271 4.054 1.279
N 2.469 3.587 2.139
O 2.311 3.509 3.348
O 3.527 3.408 1.532
H 1.359 3.662 0.313
H 1.145 5.100 1.411
H 0.518 3.422 1.746
C -3.256 -1.631 0.339
N -3.151 -2.893 -0.505
O -4.158 -3.599 -0.503
O -2.190 -3.048 -1.237
H -3.606 -0.906 -0.349
H -2.323 -1.658 0.790
H -4.155 -1.801 1.041
C -3.750 2.995 0.359
N -4.488 1.708 0.564
O -4.331 1.091 1.643
O -5.073 1.206 -0.354
H -2.771 2.686 -0.035
H -3.593 3.429 1.332
H -4.318 3.519 -0.390
C -0.015 -0.059 -0.585
N -0.560 0.719 -1.821
O -1.728 0.934 -1.955
O 0.329 1.081 -2.597
H 0.889 0.463 -0.253
H 0.187 -1.055 -0.981
H -0.791 -0.158 0.155
O 5.181 -3.091 -1.009
C 4.577 -2.583 -1.871
O 3.987 -1.373 -1.731
C 3.574 -0.784 -3.029
C 3.393 -1.979 -3.913
C 4.280 -3.065 -3.259
H 4.471 -0.126 -3.340
H 2.683 -0.093 -2.997
H 3.704 -1.823 -4.921
H 2.302 -2.248 -4.057
H 5.268 -3.104 -3.789
H 3.868 -4.086 -3.284
O -1.281 1.726 1.978
C -1.072 1.131 2.996
O -1.072 -0.222 2.994
C -0.967 -0.663 4.356
C -0.495 0.526 5.203
C -0.929 1.708 4.366
H -0.188 -1.454 4.365
H -1.960 -0.972 4.638
H 0.571 0.380 5.388
H -1.125 0.632 6.084
H -0.235 2.616 4.374
H -1.894 2.138 4.720
O 0.161 4.163 -1.541
C 0.306 3.957 -2.737
O -0.704 3.778 -3.580
C -0.289 3.473 -4.960
C 1.083 4.182 -4.955
C 1.571 3.919 -3.553
H -1.041 3.909 -5.516
H -0.306 2.377 -5.076
H 0.941 5.206 -5.208
H 1.749 3.716 -5.667
H 2.224 4.695 -3.089
H 2.099 3.002 -3.435
Cl 1.864 -3.035 1.382
C 3.374 -2.135 1.598
C 3.208 -0.655 1.317
Cl 2.040 0.163 2.465
H 4.046 -2.434 0.784
H 3.808 -2.335 2.569
H 2.781 -0.491 0.336
H 4.193 -0.216 1.413
Cl -2.297 -4.465 2.034
C -3.380 -5.735 1.461
C -4.233 -6.318 2.568
Cl -3.227 -7.370 3.625
H -2.653 -6.498 1.063
H -4.077 -5.377 0.700
H -5.004 -6.897 2.070
H -4.625 -5.529 3.251
*
```

***

Entry 4:
The following is a DFT calculation (ωB97M-V/def2-TZVPD) of C4H11OPS2 as an isolated structure in a non-equilibrium geometry.

Values from the calculation:
Energy above the lowest of the compared OMol25 structures with the same formula, charge and spin in eV: 0.191
Lowest unoccupied orbital energy in hartree: 0.00503
Orbital gap in eV: 8.808
HOMO energy in eV: -8.7

The geometry in ORCA input format:
```
! wB97M-V def2-TZVPD RIJCOSX def2/J DEFGRID3
* xyz 0 1
C -0.680 -1.013 2.252
C 1.435 -0.795 -0.173
C -0.819 -0.868 0.722
C 0.259 -0.030 0.220
O 0.928 1.987 -1.894
P -0.318 0.910 -1.801
S -0.496 -0.375 -3.299
S -1.834 2.421 -1.406
H 0.244 -1.430 2.632
H -0.924 -0.074 2.640
H -1.416 -1.696 2.706
H 1.564 -1.018 -1.289
H 2.454 -0.248 0.084
H 1.277 -1.740 0.496
H -1.791 -0.357 0.566
H -0.999 -1.824 0.074
H 0.480 0.839 0.927
H 1.710 1.898 -2.480
H -1.073 3.413 -0.975
*
```

***

Entry 5:
The following is a DFT calculation (ωB97M-V/def2-TZVPD) of one molecule with the formula C3H6N2 in a non-equilibrium geometry.

Values from the calculation:
Energy above the lowest of the compared OMol25 structures with the same formula, charge and spin in eV: 1.509
Lowest unoccupied orbital energy in hartree: 0.02851
SMILES: [H]/N=C/C(C)=N/[H]
Orbital gap in eV: 10.539
HOMO energy in eV: -9.8

The geometry in ORCA input format:
```
! wB97M-V def2-TZVPD RIJCOSX def2/J DEFGRID3
* xyz 0 1
C -0.525 -1.067 -0.446
C -0.575 0.261 0.159
C 0.978 0.834 0.188
N -1.542 1.018 0.473
N 1.999 0.067 0.309
H -2.452 0.554 0.413
H 2.858 0.622 0.407
H 1.046 1.934 0.257
H -0.208 -1.031 -1.488
H 0.072 -1.761 0.147
H -1.649 -1.430 -0.418
*
```